A structure of composition C3H3O3Rb, computed with ωB97M-V with the def2-TZVPD basis set.

Cartesian coordinates (Å):
1 H -1.2586 0.5492 3.2166
2 O -0.9444 1.2266 0.9571
3 C -0.5924 0.2478 1.6197
4 O -0.0055 0.4655 2.8255
5 O -1.5113 -0.5745 2.1365
6 Rb 0.5912 -2.5509 3.1492
7 H 1.6979 -0.6536 -3.7229
8 C 0.7067 0.4487 -3.3436
9 C 0.7498 -0.2278 -4.3744
10 H 0.5666 1.0689 -2.4637

Multiplicity   1
E_HOMO   -0.267 Eh
ΔE to the lowest compared entry with this formula, charge and spin   173.3 kcal/mol
F_max   8.93 eV Å⁻¹
LUMO   -0.04409 Ha

---

A cluster of 2 separate species, C2H5ClOS in total, computed with ωB97M-V with the def2-TZVPD basis set.

Cartesian coordinates (Å):
1 C -0.0078 0.4167 -0.3168
2 C 0.3371 -0.9140 0.5024
3 O 1.6159 -1.1631 0.2226
4 S 3.5199 0.9262 0.5710
5 Cl 4.5682 -0.3697 -0.3219
6 H 0.4476 1.2352 0.2845
7 H 0.2789 0.4833 -1.4023
8 H -1.1504 0.4981 -0.2069
9 H -0.1421 -1.8543 0.1719
10 H 0.0192 -0.7574 1.5348

Multiplicity   1
E_HOMO (alpha / beta)   -0.322 / -0.317 Eh
ΔE to the lowest compared entry with this formula, charge and spin   110.3 kcal/mol
F_max   3.04 eV Å⁻¹
LUMO (alpha / beta)   -0.11586 / -0.11740 Ha

---

A structure of composition C23H31CaN10O3P, computed with ωB97M-V with the def2-TZVPD basis set.

Cartesian coordinates (Å):
1 Ca -12.6523 9.1592 8.5659
2 N -11.6096 13.2859 9.8120
3 C -12.1081 12.5613 8.7675
4 N -12.3465 11.3336 9.1930
5 C -11.9878 11.3448 10.5042
6 N -11.5057 12.5196 10.8778
7 C -11.9682 10.2640 11.3941
8 C -11.4756 10.4955 12.7010
9 N -11.3010 9.5234 13.5090
10 C -11.7269 8.2598 13.2122
11 C -12.2272 8.0129 11.9715
12 N -12.3321 8.9692 11.0313
13 H -11.2255 14.2615 9.8274
14 H -12.2630 13.0011 7.7809
15 H -11.2607 11.5782 13.0211
16 H -11.5942 7.4940 13.9666
17 H -12.5833 7.0476 11.6057
18 C -9.5425 6.8988 4.4583
19 C -10.6219 7.3227 5.4121
20 O -10.7730 6.2933 6.4864
21 P -11.0107 6.7266 8.0417
22 O -9.6395 6.3312 8.8165
23 C -9.1038 4.9511 8.8723
24 C -7.8848 4.8958 9.7315
25 O -12.0592 5.6239 8.6035
26 C -12.6956 4.5652 7.7651
27 C -13.8812 3.9707 8.5201
28 H -9.2405 7.7393 3.7719
29 H -9.9539 6.0652 3.8488
30 H -8.6474 6.5805 4.9701
31 H -11.6277 7.4151 4.9202
32 H -10.3118 8.2086 5.9937
33 H -8.8885 4.6283 7.8225
34 H -9.9498 4.3041 9.2197
35 H -7.0092 5.0210 9.1099
36 H -7.8100 3.8432 10.1941
37 H -8.0019 5.5571 10.6074
38 H -11.9199 3.7607 7.5904
39 H -12.9778 5.0064 6.8162
40 H -13.4813 3.8417 9.5547
41 H -14.2423 2.9929 8.1322
42 H -14.7374 4.6153 8.4951
43 C -15.5260 9.6404 6.4532
44 C -15.9383 9.0522 7.7312
45 N -15.0435 8.6395 8.6594
46 C -15.7862 7.8582 9.5240
47 C -17.1097 7.8369 9.2112
48 N -17.2116 8.6856 8.0470
49 C -18.5237 9.0255 7.4197
50 N -19.4021 9.7642 8.3086
51 N -20.7712 9.3655 8.2140
52 N -21.4919 10.0938 9.0118
53 C -20.6593 10.9984 9.6510
54 C -20.9710 11.9517 10.6248
55 C -19.9667 12.7436 11.1286
56 C -18.6808 12.6967 10.5409
57 C -18.3493 11.7695 9.5816
58 C -19.3471 10.8898 9.1336
59 H -16.3621 10.1901 6.0792
60 H -15.1208 8.9273 5.7058
61 H -14.7292 10.3577 6.6738
62 H -15.3302 7.3520 10.3332
63 H -17.8928 7.2499 9.6374
64 H -19.0711 8.1590 7.1058
65 H -18.2772 9.6467 6.4859
66 H -22.0165 11.9255 11.0762
67 H -20.2177 13.4309 11.9663
68 H -17.9991 13.5134 10.8371
69 H -17.3653 11.7295 9.2067

Multiplicity   1
E_HOMO   -0.479 Eh
ΔE to the lowest compared entry with this formula, charge and spin   0.0 kcal/mol
F_max   4.45 eV Å⁻¹
LUMO   -0.23177 Ha
Total charge   +2

---

A structure of composition C8H12N2O3STi, computed with ωB97M-V with the def2-TZVPD basis set.

Cartesian coordinates (Å):
1 O 0.2147 2.0472 -6.8087
2 C 0.2290 1.4577 -5.8376
3 Ti 0.3011 0.2855 -3.8362
4 C 1.7930 -0.8075 -4.2214
5 C -1.3671 -0.8425 -4.0066
6 O 2.7766 -1.4380 -4.4660
7 O -2.3151 -1.3808 -4.3724
8 C -1.2118 -2.0817 2.4133
9 C 0.0725 -1.5369 1.7900
10 N -0.2861 -0.9677 0.4520
11 C 0.3601 0.0962 0.0073
12 S 1.2002 0.1459 -1.5367
13 N 0.2070 1.2747 0.6021
14 C -0.4268 1.5702 1.9030
15 C 0.6379 2.0292 2.9116
16 H -1.9756 -1.2904 2.4473
17 H -1.0148 -2.4392 3.4282
18 H -1.6101 -2.9179 1.8189
19 H 0.5310 -0.7395 2.4124
20 H 0.7971 -2.3541 1.6462
21 H -0.1992 -1.6506 -0.2976
22 H 0.6977 1.9733 0.0659
23 H -1.1055 2.4170 1.7169
24 H -1.0200 0.7068 2.2592
25 H 1.1532 2.9389 2.5655
26 H 0.1708 2.2627 3.8750
27 H 1.3902 1.2415 3.0684

Multiplicity   3
<S²>   2.015
E_HOMO (alpha / beta)   -0.613 / -0.615 Eh
ΔE to the lowest compared entry with this formula, charge and spin   0.0 kcal/mol
F_max   11.56 eV Å⁻¹
LUMO (alpha / beta)   -0.36203 / -0.35310 Ha
Total charge   +2

---

A structure of composition C11H56ClN3O26S2, computed with ωB97M-V with the def2-TZVPD basis set.

Cartesian coordinates (Å):
1 N -1.3086 1.8858 2.2546
2 C -0.3051 1.4140 1.9461
3 O 0.8348 1.0213 1.4834
4 C 0.7573 0.9141 0.0619
5 C 0.6975 -0.2894 -0.5623
6 C 0.7730 -1.6413 0.1115
7 C 0.1922 -1.7377 1.5193
8 C 0.0304 -3.1857 2.0168
9 C 1.0028 -3.5129 3.1476
10 S 2.7134 -3.7211 2.6694
11 O 3.3284 -4.6813 3.5313
12 O 3.3727 -2.4495 2.5990
13 Cl 2.7467 -4.5550 0.7890
14 C 0.5929 -0.2792 -1.9887
15 C 0.5536 0.8614 -2.7323
16 C 0.6171 2.1167 -2.0786
17 N 0.5657 3.3475 -2.6140
18 S 0.6399 4.3612 -1.3648
19 N 0.7692 3.3558 -0.1417
20 C 0.7212 2.1230 -0.6685
21 H 1.8084 -1.9790 0.0749
22 H 0.2139 -2.3233 -0.5328
23 H 0.8966 -1.2589 2.1967
24 H -0.7382 -1.1930 1.6280
25 H 0.1398 -3.9176 1.2173
26 H -0.9625 -3.3153 2.4376
27 H 0.7437 -4.4143 3.6944
28 H 1.0209 -2.6595 3.8224
29 H 0.5608 -1.2017 -2.5405
30 H 0.4695 0.7991 -3.8047
31 O -4.4377 3.4557 2.1814
32 H -4.9982 3.0338 2.8444
33 H -3.6455 2.9105 2.1282
34 O 5.6511 -4.1649 -1.0114
35 H 5.1237 -4.4712 -0.2684
36 H 6.4223 -4.7455 -1.0239
37 O 1.1758 -7.3900 1.4381
38 H 1.6573 -6.6527 1.0413
39 H 1.8751 -8.0159 1.6651
40 O 0.3398 -9.8119 3.5037
41 H 0.5839 -9.1039 2.9002
42 H 0.5892 -10.6214 3.0460
43 O -5.0769 6.0208 0.1124
44 H -5.6189 5.5913 0.7824
45 H -4.2841 5.4769 0.0876
46 O -3.3435 3.0214 -0.7869
47 H -3.3680 3.2876 0.1410
48 H -4.1522 3.3834 -1.1645
49 O 4.2590 0.0534 4.2282
50 H 3.7983 -0.5875 3.6753
51 H 4.8723 -0.4775 4.7443
52 O 2.7505 -0.0219 -4.5546
53 H 3.2168 0.7819 -4.8182
54 H 3.4545 -0.6456 -4.3426
55 O -1.7405 6.3607 -1.5515
56 H -2.3330 7.0776 -1.8212
57 H -2.2960 5.5738 -1.5577
58 O -6.2326 2.8233 4.5375
59 H -7.1295 2.4641 4.5703
60 H -6.2159 3.4910 5.2298
61 O 7.9729 -5.6465 -2.4558
62 H 8.1753 -4.9311 -3.0669
63 H 8.2247 -6.4456 -2.9273
64 O 2.7450 3.0823 -5.4036
65 H 3.4010 3.7704 -5.2546
66 H 2.2420 3.0423 -4.5790
67 O -2.5577 8.3887 -3.4806
68 H -3.1979 8.7947 -4.0702
69 H -1.8252 8.1539 -4.0613
70 O -1.5578 -1.7723 -3.4179
71 H -2.1350 -1.0497 -3.6859
72 H -2.1274 -2.5482 -3.4187
73 O 3.8589 1.6325 -7.7897
74 H 3.3314 2.2143 -7.2285
75 H 3.9051 2.0788 -8.6395
76 O -1.7603 -1.3277 3.8750
77 H -1.7656 -1.0146 4.7846
78 H -2.5775 -0.9738 3.5020
79 O -1.5897 7.7198 -6.2546
80 H -1.9182 7.9403 -7.1312
81 H -0.7513 7.2759 -6.4171
82 O 1.2670 -9.9525 -0.1455
83 H 0.8260 -9.3139 0.4262
84 H 1.2470 -9.5409 -1.0140
85 O 2.3670 2.6382 5.3350
86 H 2.6264 3.2614 4.6503
87 H 2.6960 1.7894 5.0132
88 O 4.1848 -1.7269 -6.3999
89 H 3.5945 -1.0105 -6.6624
90 H 3.6313 -2.5128 -6.4254
91 O -4.4145 0.2057 3.6355
92 H -5.3069 -0.1489 3.6833
93 H -4.4114 0.9224 4.2824
94 O -9.1434 2.4375 3.9020
95 H -9.7585 3.1525 3.7136
96 H -9.6842 1.6417 3.8966
97 O -1.6005 2.5308 5.3592
98 H -1.8415 2.3548 4.4418
99 H -0.7165 2.9057 5.3005

Multiplicity   1
E_HOMO   -0.332 Eh
F_max   2.22 eV Å⁻¹
LUMO   -0.01559 Ha

---

A cluster of 10 separate species, H20N2O11 in total, computed with ωB97M-V with the def2-TZVPD basis set.

Cartesian coordinates (Å):
1 N 0.2760 -1.8287 -2.9800
2 H -0.5426 -1.4959 -2.2396
3 H 0.1222 -2.4130 -3.8680
4 H 0.9892 -2.2784 -2.3532
5 H 0.6547 -0.9718 -3.5348
6 N -0.4073 -0.1905 0.3608
7 O -0.7637 0.6587 1.1821
8 O 0.7033 -0.1017 -0.2204
9 O -1.1802 -1.0234 -0.0656
10 O -3.7363 -0.3239 1.4399
11 H -2.9117 -0.4040 0.9700
12 H -3.6790 0.4328 1.8566
13 O 3.4354 -0.4239 1.5117
14 H 2.7120 -1.0978 1.6171
15 H 2.9833 0.3720 1.0698
16 O -1.4698 2.6316 3.0335
17 H -1.2048 3.4322 2.7936
18 H -1.1282 2.2697 2.1597
19 O 3.1161 -1.1767 -1.5791
20 H 3.2985 -2.1854 -1.3840
21 H 2.5996 -0.8468 -0.8204
22 O -2.5870 1.4800 -0.5369
23 H -2.0016 1.2129 0.1404
24 H -2.3771 2.3887 -0.5103
25 O 1.9133 2.2520 2.2742
26 H 1.1146 2.1410 1.7394
27 H 1.7179 2.0310 3.2290
28 O 2.3962 1.8743 -0.9148
29 H 2.2603 2.0120 -1.7724
30 H 1.6164 1.2133 -0.7671
31 O -2.9252 -3.1143 -0.8904
32 H -2.3252 -2.4725 -0.3887
33 H -2.6695 -4.0536 -0.5520

Multiplicity   1
E_HOMO   -0.380 Eh
ΔE to the lowest compared entry with this formula, charge and spin   45.2 kcal/mol
F_max   7.02 eV Å⁻¹
LUMO   -0.05220 Ha